[1]
Density functional theory data (ωB97M-V with the def2-TZVPD basis set) for a 3-piece molecular cluster, C27H54BF8N7O7P2 overall at a distorted geometry.

LUMO energy: -0.75 eV
gap between HOMO and LUMO: 7.069 eV
net charge: 0
spin multiplicity: 1
SMILES: C=C[C@@]1(N(C)C(C)=O)[C@@](OCC)(C(F)(F)C(F)(F)C(F)(F)F)OC(=O)[C@]1(F)B(C)O.CN(C)P(=O)(N(C)C)N(C)C.CN(C)P(=O)(N(C)C)N(C)C

Element x y z (Å)
C  0.162  3.472  2.536
C  1.111  2.689  3.219
C  0.795  1.326  4.066
N  -0.489  0.635  3.851
C  -1.714  1.401  4.243
C  -0.733  0.164  2.487
C  -1.763  -1.089  2.357
O  -0.272  0.598  1.408
C  2.009  0.216  4.109
O  1.552  -0.982  4.657
C  2.201  -1.677  5.698
C  3.771  -1.665  5.900
C  2.776  -0.191  2.761
F  4.187  -0.100  3.100
F  2.632  0.666  1.645
C  2.592  -1.670  2.200
F  3.251  -2.691  2.927
F  1.243  -2.109  2.036
C  3.185  -1.794  0.679
F  2.237  -1.391  -0.298
F  3.345  -3.210  0.473
F  4.456  -1.236  0.510
O  3.012  1.066  4.771
C  2.622  2.112  5.667
O  3.300  2.897  6.342
C  0.998  2.013  5.539
F  0.554  3.394  5.633
B  0.571  1.278  6.902
C  -0.933  0.944  7.441
O  1.644  0.887  7.812
H  0.270  4.598  2.367
H  -0.781  2.989  2.101
H  2.216  3.013  3.127
H  -2.371  1.526  3.296
H  -1.539  2.454  4.638
H  -2.333  0.732  4.944
H  -2.809  -0.663  2.566
H  -1.483  -1.953  3.054
H  -1.754  -1.486  1.282
H  1.732  -1.394  6.721
H  1.911  -2.798  5.596
H  4.426  -1.785  4.982
H  4.065  -0.651  6.377
H  4.054  -2.457  6.679
H  -1.327  0.094  6.756
H  -1.654  1.829  7.316
H  -0.952  0.536  8.508
H  1.275  0.194  8.400
C  -4.134  3.896  -2.334
N  -2.989  4.617  -2.876
C  -3.301  6.048  -2.869
P  -1.388  4.307  -2.315
O  -1.750  4.564  -0.838
N  -1.025  2.652  -2.121
C  -1.841  1.543  -2.567
C  -0.346  2.279  -0.881
N  -0.903  4.058  -4.021
C  0.266  4.884  -4.347
C  -1.795  4.019  -5.173
H  -5.057  4.221  -2.824
H  -4.252  4.037  -1.254
H  -4.070  2.830  -2.545
H  -2.499  6.615  -3.357
H  -3.413  6.436  -1.850
H  -4.218  6.257  -3.428
H  -2.650  1.324  -1.862
H  -1.234  0.636  -2.663
H  -2.270  1.707  -3.556
H  -1.055  2.175  -0.053
H  0.396  3.033  -0.605
H  0.195  1.335  -0.991
H  -0.008  5.941  -4.433
H  0.736  4.563  -5.280
H  1.023  4.794  -3.561
H  -2.195  5.007  -5.426
H  -2.630  3.332  -5.031
H  -1.254  3.645  -6.050
C  -1.036  -2.199  -4.548
N  -0.039  -2.826  -3.689
C  0.277  -1.901  -2.598
P  -0.234  -4.441  -3.121
O  -1.621  -4.164  -2.507
N  -0.786  -5.537  -4.308
C  -0.894  -5.272  -5.727
C  -1.863  -6.439  -3.906
N  1.397  -4.801  -3.764
C  2.231  -5.424  -2.728
C  2.223  -3.907  -4.566
H  -0.727  -1.182  -4.812
H  -2.026  -2.146  -4.081
H  -1.124  -2.717  -5.501
H  1.092  -2.300  -1.986
H  -0.586  -1.736  -1.943
H  0.618  -0.935  -2.983
H  -1.815  -4.731  -5.970
H  -0.905  -6.211  -6.291
H  -0.044  -4.712  -6.116
H  -2.843  -5.949  -3.969
H  -1.717  -6.783  -2.879
H  -1.886  -7.335  -4.535
H  2.536  -4.692  -1.973
H  3.125  -5.886  -3.156
H  1.673  -6.219  -2.222
H  2.632  -3.077  -3.979
H  1.685  -3.497  -5.421
H  3.068  -4.462  -4.991



[2]
Density functional theory data (ωB97M-V with the def2-TZVPD basis set) for a 11-piece molecular cluster, C32H86O31S11 overall at a distorted geometry.

LUMO energy: 0.05 eV
gap between HOMO and LUMO: 9.444 eV
net charge: 0
spin multiplicity: 1

Element x y z (Å)
O  17.468  -0.842  -12.396
S  18.441  -0.437  -11.391
O  19.840  -0.754  -11.446
O  18.275  1.141  -11.054
C  17.078  1.802  -11.482
C  16.847  2.944  -10.512
C  17.812  -1.077  -9.863
H  16.172  1.194  -11.522
H  17.148  2.214  -12.487
H  16.708  2.506  -9.518
H  15.910  3.468  -10.689
H  17.712  3.602  -10.470
H  16.741  -0.908  -9.787
H  18.338  -0.649  -9.014
H  18.002  -2.149  -9.933
O  11.509  3.379  -16.505
S  11.612  1.995  -16.854
O  11.574  0.899  -15.925
O  10.482  1.683  -17.940
C  10.075  0.322  -18.170
C  9.431  0.306  -19.552
C  13.051  1.825  -17.934
H  9.317  0.134  -17.411
H  10.869  -0.422  -18.128
H  8.836  -0.586  -19.737
H  10.171  0.386  -20.350
H  8.801  1.194  -19.618
H  13.256  0.799  -18.235
H  13.909  2.200  -17.372
H  13.008  2.420  -18.846
O  17.847  -6.360  -17.999
S  19.296  -6.427  -17.880
O  20.170  -5.422  -18.397
O  19.644  -6.551  -16.285
C  18.574  -6.881  -15.394
C  17.914  -8.240  -15.646
C  19.889  -8.008  -18.522
H  17.882  -6.036  -15.428
H  18.947  -6.878  -14.368
H  17.078  -8.461  -14.985
H  18.557  -9.121  -15.673
H  17.494  -8.190  -16.653
H  19.093  -8.749  -18.587
H  20.724  -8.316  -17.902
H  20.157  -7.880  -19.572
O  19.876  4.667  -17.532
S  21.099  4.206  -18.129
O  22.325  4.931  -17.930
O  21.346  2.676  -17.615
C  20.218  1.927  -17.202
C  20.688  0.565  -16.738
C  20.890  3.955  -19.914
H  19.447  1.848  -17.975
H  19.749  2.423  -16.346
H  20.786  -0.192  -17.515
H  19.950  0.144  -16.049
H  21.579  0.698  -16.124
H  21.763  3.387  -20.229
H  20.891  4.952  -20.347
H  19.995  3.404  -20.195
O  14.384  -6.511  -20.751
S  15.709  -6.724  -21.260
O  15.996  -6.861  -22.669
O  16.671  -5.540  -20.631
C  16.403  -4.196  -21.077
C  17.144  -3.892  -22.348
C  16.429  -8.195  -20.355
H  16.688  -3.539  -20.254
H  15.330  -4.071  -21.251
H  16.900  -2.906  -22.763
H  16.861  -4.523  -23.192
H  18.233  -3.903  -22.293
H  16.288  -7.951  -19.305
H  17.485  -8.285  -20.587
H  15.795  -9.043  -20.594
O  15.775  -5.448  -13.852
S  16.624  -5.305  -12.696
O  17.267  -6.452  -12.097
O  17.666  -4.109  -13.051
C  19.078  -4.340  -12.850
C  19.850  -3.537  -13.886
C  15.696  -4.483  -11.334
H  19.260  -5.413  -12.905
H  19.374  -4.049  -11.839
H  20.073  -2.511  -13.585
H  19.228  -3.399  -14.773
H  20.821  -3.953  -14.150
H  15.031  -3.731  -11.743
H  16.563  -4.091  -10.804
H  15.200  -5.238  -10.734
O  15.799  2.696  -15.664
S  15.171  3.499  -14.645
O  14.290  2.919  -13.657
O  16.353  4.268  -13.811
C  17.582  4.538  -14.512
C  18.374  5.469  -13.599
C  14.331  4.986  -15.349
H  17.338  5.141  -15.390
H  18.073  3.580  -14.676
H  19.258  5.815  -14.139
H  18.653  5.047  -12.638
H  17.769  6.370  -13.484
H  15.121  5.534  -15.857
H  13.926  5.557  -14.519
H  13.529  4.630  -15.990
O  10.608  -2.020  -15.803
S  11.624  -2.911  -15.302
O  11.340  -3.831  -14.223
O  12.166  -3.738  -16.622
C  12.192  -3.015  -17.852
C  13.225  -3.661  -18.760
C  13.198  -2.015  -14.952
H  12.464  -1.960  -17.736
H  11.194  -2.987  -18.296
H  14.222  -3.496  -18.352
H  13.262  -3.153  -19.724
H  12.982  -4.722  -18.802
H  13.806  -2.599  -14.264
H  12.981  -0.986  -14.676
H  13.798  -1.969  -15.859
O  17.833  1.543  -19.887
S  17.245  0.611  -20.824
O  17.448  0.688  -22.246
O  17.743  -0.865  -20.360
C  19.154  -1.120  -20.444
C  19.523  -2.477  -19.877
C  15.515  0.354  -20.468
H  19.651  -0.329  -19.873
H  19.449  -1.004  -21.489
H  20.601  -2.628  -19.897
H  19.116  -3.294  -20.479
H  19.150  -2.789  -18.900
H  15.402  0.160  -19.402
H  15.196  -0.518  -21.034
H  14.932  1.230  -20.744
O  14.408  -8.597  -15.740
S  13.925  -7.882  -16.893
O  13.934  -8.485  -18.195
O  12.377  -7.369  -16.587
C  12.064  -6.653  -15.391
C  11.614  -7.678  -14.345
C  14.834  -6.328  -17.025
H  11.317  -5.933  -15.717
H  12.828  -6.026  -14.919
H  10.744  -8.230  -14.706
H  11.328  -7.174  -13.420
H  12.394  -8.409  -14.145
H  15.329  -6.226  -17.988
H  15.603  -6.414  -16.262
H  14.083  -5.551  -16.902
C  16.883  -3.133  -16.973
S  16.488  -1.420  -17.396
O  14.993  -1.214  -17.579
C  16.901  -0.605  -15.841
H  16.370  -3.292  -16.023
H  17.963  -3.158  -16.814
H  16.654  -3.831  -17.775
H  16.867  0.482  -15.885
H  17.865  -1.000  -15.509
H  16.238  -0.859  -15.006



[3]
Density functional theory data (ωB97M-V with the def2-TZVPD basis set) for one molecule with the formula C20H20N2O6.

LUMO energy: 0.39 eV
gap between HOMO and LUMO: 8.621 eV
net charge: 0
spin multiplicity: 1
SMILES: COc1cc(/C=C(\NC(C)=O)C(=O)Nc2cccc(O)c2)ccc1OC(C)=O

Element x y z (Å)
C  -3.556  -1.520  -2.005
O  -4.154  -0.452  -1.314
C  -3.375  0.339  -0.534
C  -1.996  0.243  -0.421
C  -1.273  1.140  0.370
C  0.177  1.037  0.497
C  0.882  -0.103  0.556
N  0.315  -1.371  0.591
C  1.000  -2.487  0.189
C  0.278  -3.776  0.499
O  2.065  -2.413  -0.377
C  2.377  -0.090  0.784
O  2.845  -0.555  1.800
N  3.056  0.552  -0.199
C  4.435  0.748  -0.324
C  4.902  1.420  -1.451
C  6.257  1.643  -1.608
C  7.160  1.205  -0.658
C  6.695  0.530  0.466
O  7.598  0.104  1.386
C  5.335  0.304  0.635
C  -1.950  2.165  1.026
C  -3.327  2.249  0.952
C  -4.039  1.340  0.193
O  -5.424  1.441  0.121
C  -6.149  0.392  0.556
C  -7.615  0.634  0.324
O  -5.677  -0.575  1.087
H  -4.368  -2.019  -2.531
H  -2.817  -1.166  -2.732
H  -3.084  -2.227  -1.316
H  -1.460  -0.501  -0.988
H  0.710  1.969  0.617
H  -0.625  -1.454  0.955
H  -0.750  -3.741  0.145
H  0.799  -4.603  0.026
H  0.271  -3.930  1.576
H  2.513  0.855  -0.997
H  4.204  1.762  -2.201
H  6.615  2.164  -2.483
H  8.219  1.371  -0.768
H  7.139  -0.359  2.097
H  4.972  -0.223  1.503
H  -1.398  2.875  1.622
H  -3.867  3.018  1.483
H  -8.067  0.957  1.260
H  -8.090  -0.294  0.019
H  -7.757  1.404  -0.428



[4]
Density functional theory data (ωB97M-V with the def2-TZVPD basis set) for C25H33NOP2RuSi as an isolated structure at a distorted geometry.

⟨S²⟩: 8.810
LUMO energy (alpha / beta): -2.79 / -5.69 eV
gap between HOMO and LUMO (alpha / beta): 5.794 / 5.343 eV
net charge: +1
spin multiplicity: 6

Element x y z (Å)
C  -1.891  2.581  -3.830
C  -1.643  1.721  -2.739
C  -0.334  1.142  -2.682
C  0.728  2.062  -3.025
C  0.434  3.190  -3.842
C  -0.840  3.320  -4.384
C  1.930  1.758  -2.370
C  2.296  0.394  -2.519
C  1.246  -0.576  -2.446
C  1.476  -1.946  -2.709
C  2.696  -2.294  -3.298
C  3.751  -1.370  -3.346
C  3.575  -0.061  -2.916
H  -2.897  2.741  -4.217
H  1.243  3.890  -4.064
H  -1.014  4.076  -5.155
H  2.727  2.475  -2.160
H  2.825  -3.301  -3.698
H  4.720  -1.699  -3.717
H  4.392  0.663  -2.952
N  -0.017  -0.072  -2.069
Ru  -0.559  -0.728  -0.252
C  -2.378  1.756  -1.456
H  -2.872  0.803  -1.211
H  -3.057  2.617  -1.377
C  0.437  -2.976  -2.284
H  -0.517  -2.878  -2.828
H  0.833  -3.989  -2.438
P  -1.025  2.153  -0.173
P  -0.025  -2.839  -0.478
C  1.452  -3.519  0.302
H  1.493  -3.147  1.328
H  1.391  -4.614  0.295
H  2.343  -3.182  -0.236
C  -1.363  -4.014  -0.182
H  -0.947  -5.027  -0.073
H  -1.834  -3.670  0.746
H  -2.085  -3.965  -1.006
C  -1.503  3.856  0.311
H  -2.587  3.844  0.485
H  -0.938  4.054  1.237
H  -1.221  4.564  -0.484
C  -2.047  1.323  1.118
H  -1.666  1.581  2.119
H  -3.081  1.696  0.996
H  -2.092  0.213  1.028
C  0.895  0.099  0.508
O  1.831  0.564  1.028
H  0.357  2.642  -0.766
C  -1.778  0.642  5.073
Si  -0.364  -0.463  4.487
C  1.208  0.552  4.797
C  -0.206  -1.990  5.571
C  -0.659  -1.128  2.783
C  -0.663  -1.511  1.595
H  -1.948  0.569  6.159
H  -2.698  0.319  4.571
H  -1.605  1.704  4.848
H  1.505  0.479  5.855
H  2.057  0.204  4.196
H  1.054  1.618  4.587
H  -0.912  -2.748  5.212
H  0.809  -2.407  5.526
H  -0.437  -1.752  6.617



[5]
Density functional theory data (ωB97M-V with the def2-TZVPD basis set) for one molecule with the formula C3H5ClN2S at a distorted geometry.

LUMO energy: 0.50 eV
gap between HOMO and LUMO: 9.025 eV
net charge: 0
spin multiplicity: 1
SMILES: [H]/N=C1\NSC[C@@H]1Cl

Element x y z (Å)
H  -0.396  2.959  -0.325
N  -0.797  2.094  0.016
C  -0.033  1.121  0.025
N  1.351  1.002  -0.236
S  2.004  -0.578  0.093
C  0.409  -1.312  -0.272
C  -0.506  -0.284  0.371
Cl  -2.180  -0.597  -0.042
H  1.986  1.697  0.163
H  0.299  -2.347  0.102
H  0.340  -1.289  -1.352
H  -0.319  -0.442  1.442



[6]
Density functional theory data (ωB97M-V with the def2-TZVPD basis set) for C34H35Cl2F5N3O5P2V as an isolated structure at a distorted geometry.

⟨S²⟩: 3.808
LUMO energy (alpha / beta): 2.42 / 2.28 eV
gap between HOMO and LUMO (alpha / beta): 5.400 / 7.112 eV
net charge: -1
spin multiplicity: 4

Element x y z (Å)
V  0.074  0.770  0.446
O  2.080  2.579  3.397
C  1.685  1.843  2.496
N  0.816  2.131  1.510
C  -0.186  3.034  1.502
O  -0.499  3.648  0.479
C  -0.941  3.182  2.785
C  -1.841  4.223  3.014
C  -2.548  4.231  4.203
C  -2.321  3.227  5.133
C  -1.392  2.247  4.814
N  -0.742  2.212  3.673
C  2.269  0.520  2.155
C  3.457  0.019  2.673
C  4.055  -1.062  2.053
C  3.423  -1.627  0.942
C  2.215  -1.110  0.521
N  1.648  -0.059  1.103
H  -1.979  4.984  2.259
H  -3.267  5.012  4.406
H  -2.856  3.188  6.071
H  -1.166  1.441  5.498
H  3.898  0.515  3.523
H  5.007  -1.437  2.394
H  3.882  -2.443  0.403
H  1.673  -1.521  -0.321
Cl  -3.821  -2.284  -5.818
C  -2.493  -2.201  -4.701
C  -1.335  -2.925  -4.995
C  -0.262  -2.818  -4.151
Cl  1.190  -3.689  -4.527
C  -0.239  -2.009  -2.964
O  0.773  -1.921  -2.241
C  -1.489  -1.320  -2.692
C  -1.612  -0.497  -1.543
O  -0.718  -0.193  -0.727
C  -2.580  -1.430  -3.572
H  -1.285  -3.538  -5.882
H  -2.610  -0.053  -1.391
H  -3.484  -0.881  -3.352
C  3.528  3.073  -0.399
C  2.346  3.218  -1.350
P  1.425  1.624  -1.522
C  0.157  2.043  -2.809
C  0.572  2.720  -4.111
C  2.687  0.514  -2.314
C  3.457  0.964  -3.550
H  3.990  4.043  -0.215
H  4.290  2.409  -0.806
H  3.190  2.667  0.555
H  2.680  3.582  -2.325
H  1.622  3.925  -0.937
H  -0.543  2.691  -2.265
H  -0.362  1.104  -3.033
H  1.207  3.580  -3.921
H  -0.316  3.068  -4.637
H  1.097  2.035  -4.771
H  2.162  -0.423  -2.517
H  3.391  0.306  -1.499
H  2.851  0.901  -4.448
H  4.312  0.304  -3.693
H  3.826  1.982  -3.452
C  0.435  -4.591  -0.392
P  -0.799  -3.734  0.653
C  -2.406  -3.899  -0.219
C  -0.957  -4.740  2.183
O  -0.452  -2.344  0.975
H  0.066  -5.542  -0.764
H  1.334  -4.747  0.200
H  0.673  -3.925  -1.218
H  -2.687  -4.936  -0.363
H  -2.320  -3.406  -1.184
H  -3.163  -3.387  0.373
H  -1.224  -5.777  2.007
H  -1.709  -4.261  2.807
H  0.004  -4.682  2.693
F  -0.261  -0.982  3.384
C  -1.409  -0.497  2.878
C  -1.345  0.327  1.765
C  -2.559  0.840  1.340
F  -2.516  1.696  0.269
C  -3.784  0.564  1.924
F  -4.935  1.096  1.452
C  -3.806  -0.301  3.010
F  -4.980  -0.638  3.589
C  -2.608  -0.814  3.502
F  -2.643  -1.635  4.577



| no. | DFT total energy (eV) |
| --- | --- |
| 1 | -94621.046 |
| 2 | -217232.876 |
| 3 | -36330.455 |
| 4 | -59021.452 |
| 5 | -29529.227 |
| 6 | -133434.395 |